(1)
Here is 2 unconnected molecules or ions with the total composition C4H12O3 from the Open Molecules 2025 dataset. Energies are from ωB97M-V/def2-TZVPD.

CARTESIAN COORDINATES (ANGSTROEM)
O (-0.21, 0.67, 2.80)
C (-0.20, 0.34, 1.42)
C (0.95, -0.63, 1.12)
C (1.34, -0.65, -0.34)
C (0.16, -0.87, -1.27)
O (-0.57, -2.03, -0.94)
H (-1.07, 0.51, 3.19)
H (-1.16, -0.06, 1.11)
H (-0.03, 1.25, 0.84)
H (0.60, -1.62, 1.41)
H (1.73, -0.30, 1.80)
H (2.10, -1.40, -0.50)
H (1.81, 0.30, -0.61)
H (0.49, -0.91, -2.32)
H (-0.50, 0.00, -1.29)
H (-1.50, -1.83, -0.83)
O (-1.03, 2.56, -2.43)
H (-0.76, 1.73, -2.02)
H (-0.31, 3.16, -2.19)

Values from the calculation:
SMILES string = OCCCCO.O
LUMO = 0.556 eV
M = 108.14 g/mol

(2)
Here is 3 unconnected molecules or ions with the total composition C4H12O3 from the Open Molecules 2025 dataset. Energies are from ωB97M-V/def2-TZVPD.

CARTESIAN COORDINATES (ANGSTROEM)
C (-0.40, -0.23, -3.37)
C (-0.43, -0.32, -1.85)
C (0.47, -0.94, -1.05)
C (0.07, -1.82, 0.15)
O (0.18, -1.14, 1.44)
H (0.66, -0.26, -3.66)
H (-0.87, 0.66, -3.88)
H (-0.91, -1.17, -3.66)
H (-1.26, 0.28, -1.40)
H (1.54, -0.75, -1.19)
H (-0.96, -2.15, 0.14)
H (0.74, -2.68, 0.18)
H (0.08, -0.19, 1.33)
O (-1.04, 2.47, 2.63)
H (-1.55, 2.36, 1.82)
H (-0.23, 2.81, 2.22)
O (1.63, 1.22, 3.54)
H (0.93, 1.54, 2.96)
H (1.33, 0.30, 3.65)

Values from the calculation:
SMILES string = C/C=C/CO.O.O
LUMO = 0.267 eV
M = 108.14 g/mol

(3)
Here is 2 unconnected molecules or ions with the total composition C4H12O3 from the Open Molecules 2025 dataset. Energies are from ωB97M-V/def2-TZVPD.

CARTESIAN COORDINATES (ANGSTROEM)
C (0.71, -1.42, 2.47)
C (1.03, -0.68, 1.16)
O (1.84, -1.48, 0.20)
C (-0.28, -0.19, 0.54)
C (-0.84, 1.18, 1.13)
O (-2.26, 0.87, 1.35)
H (0.48, -0.62, 3.13)
H (-0.18, -2.00, 2.17)
H (1.50, -2.01, 2.80)
H (1.68, 0.24, 1.58)
H (2.69, -1.62, 0.71)
H (-1.08, -1.10, 0.68)
H (-0.17, -0.12, -0.57)
H (-0.80, 2.15, 0.54)
H (-0.41, 1.38, 2.22)
H (-2.60, 0.89, 0.46)
O (-0.47, 1.60, -7.33)
H (0.18, 1.79, -6.60)
H (-1.04, 1.15, -6.64)

Values from the calculation:
SMILES string = C[C@@H](O)CCO.O
LUMO = 0.656 eV
M = 108.14 g/mol

Pick (1): it beats the second-best structure by 1.392 eV.

(1)
Here is 2 unconnected molecules or ions with the total composition C4H12O3 from the Open Molecules 2025 dataset. Energies are from ωB97M-V/def2-TZVPD.

CARTESIAN COORDINATES (ANGSTROEM)
O (0.88, -1.71, 1.85)
C (-0.13, -0.97, 1.21)
C (0.07, -1.12, -0.29)
C (-1.17, -0.69, -1.10)
C (-0.96, 0.70, -1.67)
O (0.10, 0.80, -2.61)
H (0.86, -1.66, 2.81)
H (-0.16, 0.08, 1.51)
H (-1.11, -1.40, 1.46)
H (0.97, -0.58, -0.57)
H (0.39, -2.17, -0.42)
H (-1.34, -1.39, -1.91)
H (-1.99, -0.63, -0.38)
H (-1.88, 1.14, -2.09)
H (-0.77, 1.39, -0.83)
H (0.45, -0.08, -2.76)
O (1.02, 2.41, 2.09)
H (1.58, 2.93, 1.50)
H (0.36, 3.04, 2.41)

Values from the calculation:
SMILES string = OCCCCO.O
LUMO = 0.682 eV
M = 108.14 g/mol

(2)
Here is 2 unconnected molecules or ions with the total composition C4H12O3 from the Open Molecules 2025 dataset. Energies are from ωB97M-V/def2-TZVPD.

CARTESIAN COORDINATES (ANGSTROEM)
O (-0.17, 0.13, 2.08)
C (1.14, -0.03, 1.43)
C (0.99, 1.03, 0.38)
C (-0.11, 0.78, -0.79)
C (-1.53, 0.51, -0.16)
O (-2.10, -0.13, -1.34)
H (-0.74, -0.71, 2.02)
H (1.85, 0.22, 2.26)
H (1.17, -1.13, 1.34)
H (0.54, 1.92, 0.85)
H (1.91, 1.33, -0.10)
H (0.17, 0.07, -1.62)
H (0.11, 1.69, -1.40)
H (-2.29, 1.22, 0.06)
H (-1.46, -0.36, 0.44)
H (-3.01, 0.18, -1.57)
O (1.28, -2.37, -0.92)
H (0.45, -2.49, -1.43)
H (1.80, -1.87, -1.54)

Values from the calculation:
SMILES string = OCCCCO.O
LUMO = 0.755 eV
M = 108.14 g/mol

Pick (1): it beats the second-best structure by 2.031 eV.

(1)
Here is 2 unconnected molecules or ions with the total composition C4H12O3 from the Open Molecules 2025 dataset. Energies are from ωB97M-V/def2-TZVPD.

CARTESIAN COORDINATES (ANGSTROEM)
C (1.33, 1.82, 1.36)
C (0.76, 0.45, 1.18)
O (-0.66, 0.54, 1.42)
C (0.98, -0.07, -0.25)
C (0.33, -1.48, -0.48)
O (-0.04, -1.76, -1.81)
H (1.06, 2.22, 2.36)
H (2.42, 1.63, 1.27)
H (1.08, 2.52, 0.58)
H (1.19, -0.34, 1.79)
H (-0.79, 0.24, 2.33)
H (2.01, -0.19, -0.54)
H (0.48, 0.48, -1.07)
H (-0.44, -1.67, 0.27)
H (1.10, -2.22, -0.19)
H (-0.97, -1.59, -2.01)
O (-2.11, 0.45, -1.31)
H (-2.23, 0.09, -0.42)
H (-3.06, 0.42, -1.52)

Values from the calculation:
SMILES string = C[C@@H](O)CCO.O
LUMO = 0.612 eV
M = 108.14 g/mol

(2)
Here is 3 unconnected molecules or ions with the total composition C4H12O3 from the Open Molecules 2025 dataset. Energies are from ωB97M-V/def2-TZVPD.

CARTESIAN COORDINATES (ANGSTROEM)
C (-1.54, 0.28, 0.31)
C (-0.06, -0.16, 0.60)
C (0.90, 0.67, -0.11)
C (2.31, 0.48, 0.23)
O (2.66, -0.26, 1.15)
H (-2.31, -0.35, 0.71)
H (-1.79, 0.31, -0.68)
H (-1.59, 1.39, 0.62)
H (0.09, -1.27, 0.63)
H (0.09, 0.23, 1.69)
H (0.72, 1.77, 0.00)
H (0.71, 0.48, -1.28)
H (3.01, 0.80, -0.43)
O (1.16, 0.18, -3.12)
H (0.50, -0.28, -3.68)
H (1.46, 0.89, -3.73)
O (-1.88, -1.73, 2.58)
H (-2.11, -2.45, 2.00)
H (-2.33, -0.98, 2.53)

Values from the calculation:
SMILES string = CCCC=O.O.O
LUMO = 0.406 eV
M = 108.14 g/mol

(3)
Here is 3 unconnected molecules or ions with the total composition C4H12O3 from the Open Molecules 2025 dataset. Energies are from ωB97M-V/def2-TZVPD.

CARTESIAN COORDINATES (ANGSTROEM)
C (-2.21, 1.69, -0.31)
C (-1.27, 0.62, -0.79)
C (-0.79, -0.46, -0.05)
C (-1.10, -1.87, -0.43)
O (-0.19, -0.22, 1.13)
H (-3.15, 1.73, -0.85)
H (-1.63, 2.63, -0.31)
H (-2.44, 1.52, 0.74)
H (-0.92, 0.66, -1.82)
H (-0.44, -2.48, 0.19)
H (-0.98, -2.05, -1.50)
H (-2.12, -2.08, -0.11)
H (0.78, -0.31, 1.17)
O (2.34, 0.12, 2.04)
H (2.98, 0.76, 1.71)
H (2.85, -0.68, 2.17)
O (2.92, -0.22, -0.83)
H (2.10, 0.24, -0.63)
H (3.26, 0.40, -1.50)

Values from the calculation:
SMILES string = C/C=C(/C)O.O.O
LUMO = 0.443 eV
M = 108.14 g/mol

Pick (1): it beats the second-best structure by 1.335 eV.

(1)
Here is 2 unconnected molecules or ions with the total composition C4H12O3 from the Open Molecules 2025 dataset. Energies are from ωB97M-V/def2-TZVPD.

CARTESIAN COORDINATES (ANGSTROEM)
O (0.97, -0.84, 2.84)
C (-0.11, -0.87, 1.88)
C (0.13, 0.29, 0.73)
C (-1.24, 0.74, 0.09)
C (-0.70, 1.51, -1.18)
O (-0.67, 2.93, -0.99)
H (1.42, -0.01, 2.46)
H (-0.12, -1.94, 1.47)
H (-1.09, -0.74, 2.25)
H (0.75, -0.14, -0.08)
H (0.65, 1.13, 1.02)
H (-2.01, 1.40, 0.51)
H (-1.67, -0.29, -0.35)
H (-1.32, 1.19, -2.00)
H (0.30, 1.12, -1.54)
H (-0.84, 3.22, -1.88)
O (1.45, -2.88, -1.64)
H (1.98, -3.49, -2.20)
H (2.11, -2.32, -1.38)

Values from the calculation:
SMILES string = OCCCCO.O
LUMO = 0.633 eV
M = 108.14 g/mol

(2)
Here is 3 unconnected molecules or ions with the total composition C4H12O3 from the Open Molecules 2025 dataset. Energies are from ωB97M-V/def2-TZVPD.

CARTESIAN COORDINATES (ANGSTROEM)
C (0.97, -1.50, -0.40)
C (0.81, -0.09, 0.10)
C (2.10, 0.73, 0.03)
C (0.40, -0.13, 1.56)
O (-0.66, 0.27, 1.98)
H (1.36, -1.56, -1.41)
H (0.00, -2.00, -0.54)
H (1.61, -2.09, 0.25)
H (-0.01, 0.47, -0.36)
H (2.40, 0.89, -0.99)
H (2.93, 0.22, 0.53)
H (1.95, 1.68, 0.52)
H (1.17, -0.50, 2.27)
O (-1.86, 1.60, -1.78)
H (-2.30, 1.32, -2.58)
H (-2.19, 1.02, -1.07)
O (-3.01, 0.16, 0.36)
H (-3.20, -0.78, 0.39)
H (-2.44, 0.33, 1.13)

Values from the calculation:
SMILES string = CC(C)C=O.O.O
LUMO = 0.751 eV
M = 108.14 g/mol

(3)
Here is 2 unconnected molecules or ions with the total composition C4H12O3 from the Open Molecules 2025 dataset. Energies are from ωB97M-V/def2-TZVPD.

CARTESIAN COORDINATES (ANGSTROEM)
C (-0.28, -0.67, -2.05)
C (-0.87, -0.32, -0.69)
O (-0.76, 1.12, -0.50)
C (-0.21, -0.94, 0.54)
C (-0.47, -0.11, 1.85)
O (0.04, -0.69, 3.03)
H (-0.97, -0.24, -2.77)
H (-0.05, -1.74, -2.19)
H (0.63, -0.06, -2.17)
H (-1.94, -0.43, -0.67)
H (-0.61, 1.66, -1.28)
H (-0.33, -2.04, 0.63)
H (0.90, -0.91, 0.43)
H (0.03, 0.84, 1.72)
H (-1.50, 0.34, 2.01)
H (0.77, -1.26, 2.76)
O (2.08, 1.52, -0.34)
H (1.12, 1.52, -0.17)
H (2.42, 2.40, -0.14)

Values from the calculation:
SMILES string = C[C@H](O)CCO.O
LUMO = 0.711 eV
M = 108.14 g/mol

(4)
Here is 4 unconnected molecules or ions with the total composition C4H12O3 from the Open Molecules 2025 dataset. Energies are from ωB97M-V/def2-TZVPD.

CARTESIAN COORDINATES (ANGSTROEM)
C (-0.82, 0.33, 1.73)
C (0.17, 1.22, 1.56)
C (0.66, 1.24, 0.15)
C (1.89, 1.52, -0.28)
H (-1.17, -0.26, 0.91)
H (-1.46, 0.38, 2.61)
H (0.70, 1.74, 2.34)
H (-0.10, 1.22, -0.62)
H (2.10, 1.60, -1.34)
H (2.73, 1.68, 0.40)
O (-2.33, -0.61, -0.89)
H (-2.91, -0.31, -0.18)
H (-2.09, -1.53, -0.69)
O (0.25, -1.24, -2.59)
H (-0.25, -0.55, -2.16)
H (0.44, -1.78, -1.79)
O (0.62, -1.78, 0.03)
H (0.05, -1.49, 0.75)
H (1.50, -1.37, 0.06)

Values from the calculation:
SMILES string = C=CC=C.O.O.O
LUMO = 0.402 eV
M = 108.14 g/mol

Pick (2): it beats the second-best structure by 0.849 eV.

(1)
Here is 2 unconnected molecules or ions with the total composition C12H17N from the Open Molecules 2025 dataset. Energies are from ωB97M-V/def2-TZVPD.

CARTESIAN COORDINATES (ANGSTROEM)
C (3.07, 2.84, -0.62)
C (2.61, 1.44, -0.36)
C (2.89, 0.72, 0.75)
N (2.51, -0.61, 0.58)
C (1.79, -0.69, -0.58)
C (0.97, -1.69, -1.08)
C (0.34, -1.47, -2.30)
C (0.54, -0.28, -3.00)
C (1.39, 0.70, -2.52)
C (1.95, 0.53, -1.25)
H (4.13, 2.91, -0.58)
H (2.64, 3.53, 0.10)
H (2.72, 3.23, -1.58)
H (3.48, 0.98, 1.61)
H (2.27, -1.17, 1.38)
H (0.83, -2.65, -0.61)
H (-0.36, -2.21, -2.66)
H (0.10, -0.16, -3.98)
H (1.48, 1.65, -3.04)
C (-2.48, 0.39, 1.99)
C (-2.79, -1.10, 1.76)
C (-4.26, -1.43, 1.62)
H (-1.88, 0.53, 2.88)
H (-3.39, 0.99, 2.05)
H (-1.93, 0.79, 1.13)
H (-2.14, -1.55, 1.00)
H (-2.46, -1.62, 2.66)
H (-4.89, -0.90, 2.33)
H (-4.65, -1.21, 0.62)
H (-4.47, -2.50, 1.69)

Values from the calculation:
SMILES string = Cc1c[nH]c2ccccc12.CCC
LUMO = 0.866 eV
M = 175.28 g/mol

(2)
Here is 2 unconnected molecules or ions with the total composition C12H17N from the Open Molecules 2025 dataset. Energies are from ωB97M-V/def2-TZVPD.

CARTESIAN COORDINATES (ANGSTROEM)
C (-0.97, 0.61, 2.91)
C (-1.22, 0.70, 1.42)
C (-0.72, -0.52, 0.68)
C (0.34, -1.27, 1.06)
N (0.39, -2.44, 0.30)
C (-0.47, -2.27, -0.77)
C (-0.78, -3.08, -1.86)
C (-1.78, -2.66, -2.71)
C (-2.42, -1.41, -2.59)
C (-2.15, -0.65, -1.47)
C (-1.13, -1.04, -0.61)
H (0.06, 0.68, 3.24)
H (-1.28, -0.36, 3.36)
H (-1.62, 1.20, 3.56)
H (-2.23, 0.99, 1.16)
H (-0.61, 1.54, 1.07)
H (1.09, -1.03, 1.80)
H (1.24, -2.96, 0.16)
H (-0.27, -4.00, -2.09)
H (-2.12, -3.26, -3.55)
H (-3.14, -1.18, -3.36)
H (-2.78, 0.21, -1.28)
C (3.16, 2.54, 0.66)
C (2.52, 3.07, -0.65)
H (2.65, 1.62, 0.89)
H (4.16, 2.28, 0.35)
H (2.90, 3.24, 1.45)
H (2.53, 2.24, -1.37)
H (1.49, 3.41, -0.60)
H (3.15, 3.80, -1.15)

Values from the calculation:
SMILES string = CCc1c[nH]c2ccccc12.CC
LUMO = 0.839 eV
M = 175.28 g/mol

Pick (1): it beats the second-best structure by 0.512 eV.